(1)
87
Properties=species:S:1:pos:R:3:forces:R:3:mulliken_charge:R:1 method="wB97M-V/def2-TZVPD" homo_ha=-0.257 de_lowest_kj_mol=5.9 homo_lumo_gap_ha=0.2489 e_lumo_ev=-0.230 fmax_ev_per_a=0.3
C 3.97380 -1.37271 5.10026 0.0 0.0 0.0 0.86
H 4.70284 0.63573 4.94038 0.0 0.0 0.0 0.41
H 5.82002 1.97424 0.44836 0.0 0.0 0.0 0.62
H 5.60901 0.13689 2.29673 0.0 0.0 0.0 0.29
C 2.76771 -3.24350 1.37433 0.0 -0.1 0.0 0.59
C 4.11525 0.89994 -0.34888 0.0 0.0 0.0 0.37
H 6.62958 -2.48657 2.35852 0.0 0.0 0.0 0.43
H 6.11281 -1.35101 5.25244 0.0 0.0 0.0 0.34
C 2.57183 3.01818 0.42307 0.0 0.0 0.0 0.79
H -1.23965 -1.52319 5.30462 0.0 0.0 0.0 0.61
C -3.56685 -3.12095 2.65280 0.0 0.0 0.0 0.99
C 5.26827 -1.93605 5.61177 0.0 0.0 0.0 -1.80
F 2.21339 -0.18118 -1.20751 0.0 0.0 -0.1 -0.54
H -2.30398 3.50785 -0.92268 0.0 0.0 0.0 0.36
Ca -0.38154 -0.06137 0.46448 -0.1 -0.2 -0.1 1.69
C 0.31759 -3.54605 0.23590 0.0 0.1 0.0 -0.44
C -2.90908 -2.83499 4.94022 0.0 0.0 0.0 -1.01
C -3.18414 -2.40576 0.04179 0.0 0.0 0.0 -0.58
H -4.81381 -3.73008 -0.44813 0.0 0.0 0.0 0.46
H -3.03719 -2.10560 -0.99040 0.0 0.0 0.0 0.52
O -0.66141 0.90645 4.52742 -0.1 0.0 0.0 -0.75
N -0.64957 -0.88473 2.70273 -0.1 0.3 0.1 1.00
C 1.89408 1.96598 -0.24765 0.1 -0.1 0.0 0.52
C -4.39311 -3.67439 1.65157 0.0 0.0 0.0 -0.93
C -1.65826 -1.66411 3.22026 0.0 0.0 0.0 -0.59
C -3.93604 2.73331 1.14311 0.0 0.0 0.0 -1.58
H -4.02991 1.67582 -1.48892 0.0 0.0 0.0 0.33
H 6.75965 -1.43915 0.91539 0.0 0.0 0.0 0.34
H -5.17498 -4.36821 1.93686 0.0 0.0 0.0 0.42
H 0.51222 -5.64185 0.62009 0.0 0.0 0.0 0.44
O 0.47952 1.17829 2.34689 0.1 0.1 0.0 -0.05
H -4.82284 2.36596 0.62530 0.0 0.0 0.0 0.32
H -3.88850 0.19686 -0.55245 0.0 0.0 0.0 0.72
N 0.60028 1.83016 -0.56124 0.0 0.2 0.1 -0.75
H -3.57696 -0.35705 -2.89856 0.0 0.0 0.0 0.45
H -2.33436 0.86550 -3.11585 0.0 0.0 0.0 0.44
C 3.92518 2.98675 0.68238 0.0 0.0 0.0 0.23
H -3.03773 -3.04372 5.99469 0.0 0.0 0.0 0.39
S 0.07603 0.29759 3.45425 0.0 -0.2 0.0 0.91
C -3.73622 -3.41862 4.02499 0.0 0.0 0.0 -0.99
H -3.05102 0.80375 1.48686 0.0 0.0 0.0 0.13
C -2.77520 0.18261 -2.39193 0.0 0.0 0.0 -1.53
C -2.76655 1.76183 1.03751 0.0 0.0 0.1 -0.28
H 2.77282 -5.35525 1.69454 0.0 0.0 0.0 0.54
N -2.26821 1.46734 -0.31966 0.1 0.0 -0.1 1.61
C -1.63612 2.63845 -0.95862 0.0 0.0 0.0 -1.50
C 2.66590 0.50236 4.30313 0.0 0.1 0.0 -0.53
C -1.87150 -1.96761 4.54774 0.0 0.0 0.0 -0.78
C 0.97342 -4.66869 0.71271 0.0 0.0 0.0 -1.13
C 2.76735 0.89797 -0.59050 -0.1 0.1 0.0 0.15
C 4.75026 1.93708 0.30798 0.0 0.1 0.0 -0.72
H -4.19651 2.86197 2.19374 0.0 0.0 0.0 0.45
H -1.92942 2.14019 1.62827 0.0 0.0 0.0 0.22
C 6.17437 -1.66667 1.80909 0.0 0.0 0.0 -0.74
N 4.86389 -2.07705 1.37762 0.0 0.1 0.0 0.09
C -3.32172 0.90038 -1.16719 0.0 0.0 0.0 -1.09
C 4.14245 -3.06990 1.95792 0.0 0.0 0.0 0.30
O 6.15472 -0.55995 2.68408 0.0 0.0 0.0 -0.44
F 1.88927 4.09748 0.86460 0.0 0.0 0.0 -0.40
C 1.68662 -1.69894 4.39376 0.0 0.0 0.0 -0.11
H 2.96685 -3.26310 5.08958 0.0 0.0 0.0 0.25
F 4.84771 -0.15886 -0.78747 0.0 0.0 0.0 -0.52
H -4.52397 -4.09682 4.32676 0.0 0.0 0.0 0.41
H 0.85011 -2.35944 4.20128 0.0 0.0 0.0 0.22
N 0.81701 -2.31249 0.33353 0.1 -0.1 0.1 -0.07
C 2.87608 -2.20180 4.89541 0.0 0.0 0.0 -0.71
C 2.01602 -2.17783 0.90437 0.1 0.0 0.0 -0.56
C 2.21760 -4.51401 1.30026 -0.1 0.0 0.0 -0.51
C -2.54725 -2.23013 2.24405 0.0 0.0 0.0 0.05
C 1.58756 -0.34785 4.10016 0.0 -0.1 0.0 0.48
C -0.28332 2.97134 -0.35967 0.1 0.0 0.1 -0.97
H 5.39220 -2.96600 5.27540 0.0 0.0 0.0 0.31
H -0.39437 3.23930 0.69870 0.0 0.0 0.0 0.34
H 5.28379 -1.93177 6.70421 0.0 0.0 0.0 0.45
H 2.39216 -1.16412 1.01317 0.0 0.0 0.0 0.54
H -0.65494 -3.63429 -0.23107 0.0 0.0 0.0 0.56
F 4.46474 4.03193 1.33116 0.0 0.0 0.0 -0.35
H -2.00176 -0.54307 -2.12300 0.0 0.0 0.0 0.16
H 0.08701 3.87592 -0.85455 0.0 0.0 0.0 0.60
C 3.84808 -0.01560 4.80298 0.0 0.0 0.0 -0.90
H -1.47597 2.39472 -2.00819 0.0 0.0 0.0 0.39
H 4.49913 -1.63841 0.54788 0.0 0.0 0.0 0.18
C -4.20089 -3.32718 0.34625 0.0 0.0 0.0 -1.12
H -3.68881 3.71697 0.74417 0.0 0.0 0.0 0.32
N -2.38340 -1.86874 0.93392 0.0 0.0 -0.1 0.59
O 4.55307 -3.79789 2.84061 0.0 0.0 0.0 -0.67
H 2.58041 1.55214 4.05091 0.0 0.0 0.0 0.48


(2)
79
Properties=species:S:1:pos:R:3:forces:R:3:mulliken_charge:R:1 method="wB97M-V/def2-TZVPD" homo_ha=-0.485 de_lowest_kj_mol=5.1 homo_lumo_gap_ha=0.2486 e_lumo_ev=-6.430 fmax_ev_per_a=2.8 charge=+2
H -2.05783 7.73756 -1.25568 0.0 0.0 0.0 0.45
H -1.99653 0.06716 -2.72604 0.0 0.0 0.0 0.62
H 3.42174 -1.65018 0.12555 0.1 0.3 0.1 0.49
C -0.76755 4.82785 0.00948 0.1 0.0 0.0 0.17
H -7.75199 2.14580 -1.33983 0.0 0.0 0.0 0.46
H -5.11259 -1.34112 0.39530 0.0 0.0 0.0 0.53
O -0.06377 -0.47071 1.81812 -0.4 0.2 -0.2 -0.69
H 0.81349 6.97349 0.93483 0.0 0.0 0.0 0.43
H -2.83415 4.25492 0.03972 0.0 0.0 0.0 0.57
H -6.20179 2.89981 1.26102 0.0 0.0 0.0 0.35
C -1.87384 6.66351 -1.22899 0.0 0.0 0.1 -1.52
C 2.05390 -1.66970 1.76181 -0.3 -0.1 0.3 1.01
H -6.15560 2.88514 -1.29742 0.0 0.0 0.0 0.34
H 1.38923 4.96131 0.00491 0.0 0.0 0.0 0.59
C -1.56008 2.54579 -0.05220 0.2 0.2 -0.1 0.00
C 2.90243 -2.56777 2.46640 0.2 0.1 -0.2 -1.24
H -0.26160 -1.22318 4.19943 0.0 -0.1 0.0 0.51
N 1.78949 -0.51079 -0.33939 0.0 0.1 -0.2 0.42
C 0.84843 -1.22708 2.38606 0.4 -0.1 -0.2 0.31
H 3.29629 0.90507 -5.20676 0.0 0.0 0.0 0.45
H -7.01896 -0.79484 -0.85072 0.0 0.0 0.0 0.45
H -0.05456 8.21539 0.04662 0.0 0.0 0.0 0.43
C 1.47067 -2.46767 4.37911 0.1 0.0 -0.2 -0.44
H -2.70055 -1.73826 0.38536 0.0 0.0 0.0 0.54
H -7.19479 -0.68726 0.91731 0.0 0.0 0.0 0.41
H 4.36552 -0.03048 -1.16052 0.1 0.0 -0.1 0.57
C 2.47063 -1.25815 0.48034 0.1 -0.1 0.0 -0.18
C -3.08529 -0.73980 0.24476 0.0 0.0 0.1 -0.67
C -1.88589 6.65464 1.28604 0.1 0.0 -0.1 -1.57
C -1.81414 3.90231 -0.00269 -0.1 0.0 0.0 -0.39
H 3.80616 -2.92436 1.98712 0.0 0.0 0.0 0.44
H -6.52848 1.40189 2.14798 0.0 0.0 0.0 0.38
H 0.82260 6.98392 -0.84783 0.0 0.0 0.0 0.44
H 5.00237 0.66512 -3.45518 0.0 0.0 0.0 0.44
C 0.59967 0.55409 -4.83419 0.0 0.0 0.1 -0.69
I -1.42328 -3.07948 -1.96063 0.0 -0.4 -0.1 0.21
C -2.61158 1.50610 -0.02210 0.1 0.1 0.0 0.00
C 1.28779 0.19723 -2.55531 0.0 -0.1 -0.1 0.80
H -8.31701 0.15798 -0.13839 0.0 0.0 0.0 0.43
Pt -0.16852 -0.21030 -0.15864 0.2 -1.2 0.5 0.29
H -2.06105 7.72993 1.31817 0.0 0.0 0.0 0.47
C -4.44327 -0.50713 0.24918 0.0 0.1 0.0 -0.83
C 2.28282 -0.06438 -1.58713 0.1 0.0 -0.2 0.24
C 3.01252 0.66161 -4.19133 0.0 -0.1 -0.1 -0.78
C -4.92290 0.78634 0.05427 0.0 -0.1 0.0 0.39
H -1.50210 0.34246 -5.15290 0.0 0.1 0.0 0.46
C 3.95936 0.50718 -3.21833 0.1 0.0 -0.1 -1.00
C -3.95965 1.79334 -0.04684 -0.1 0.0 0.0 -0.41
H 0.83684 0.75884 -5.87065 0.0 0.0 0.0 0.48
C -0.69180 0.34212 -4.43831 0.0 0.2 -0.1 -1.09
N -0.02714 0.10692 -2.17160 0.1 -0.4 0.0 0.59
C 0.52594 4.31397 -0.01990 0.0 0.0 0.0 -0.61
C 0.62287 -1.61888 3.71801 -0.2 0.2 0.1 -0.69
C -6.40111 1.12231 -0.00829 -0.1 0.0 0.0 1.81
H -4.27961 2.81870 -0.15439 0.0 0.0 0.0 0.57
C 1.64488 0.48401 -3.88406 -0.1 0.1 0.1 0.34
N -0.30024 2.09188 -0.10088 0.3 -1.0 0.2 -0.06
C -0.23814 -2.59123 -0.32831 -0.3 2.7 0.0 -1.31
H 0.79090 -2.88453 -0.47548 0.0 -0.1 0.0 0.58
H -2.84107 6.15886 -1.23855 0.0 0.0 0.0 0.34
C -1.06218 6.31905 0.03219 -0.1 0.1 0.0 1.87
H 1.71339 2.52274 -0.12154 0.0 0.0 0.0 0.57
Cl 3.62610 -4.11110 4.53292 0.0 0.0 0.1 -0.17
C 3.60188 0.11322 -1.91434 -0.1 0.0 0.2 -0.46
H -0.67816 -2.88440 0.61729 0.1 0.0 0.0 0.57
C -6.75210 1.95793 1.23632 0.1 -0.1 -0.1 -1.54
C -6.68518 1.93168 -1.28358 0.1 0.0 0.0 -1.57
C 2.60830 -2.98090 3.72673 0.0 0.0 0.1 0.00
H -7.81798 2.18497 1.22624 0.0 0.0 0.0 0.45
H -6.40522 1.36563 -2.17401 0.0 0.0 0.0 0.37
C -0.97783 0.16246 -3.07871 0.0 0.1 0.1 -0.05
N -2.18068 0.23144 0.07221 -0.1 -0.6 -0.2 0.03
C 0.21450 7.15978 0.04146 0.0 0.0 0.0 -2.19
C -7.27454 -0.13401 -0.02004 0.1 0.0 0.0 -2.08
H -1.32671 6.39064 -2.13306 0.0 0.0 0.0 0.37
H 1.27183 -2.74832 5.40480 0.0 0.0 0.0 0.44
H -2.85740 6.15844 1.28198 0.0 0.0 0.0 0.32
H -1.35050 6.37227 2.19372 0.0 0.0 0.0 0.38
C 0.71646 2.94541 -0.08232 0.0 0.1 0.0 -0.92


(3)
86
Properties=species:S:1:pos:R:3:forces:R:3:mulliken_charge:R:1 method="wB97M-V/def2-TZVPD" homo_ha="-0.459 / -0.459" de_lowest_kj_mol=0.0 s_squared=0.7652 spin_multiplicity=2 homo_lumo_gap_ha="0.2242 / 0.2442" e_lumo_ev="-6.395 / -5.852" fmax_ev_per_a=0.1 charge=+2
N 0.07282 -0.14894 -2.80930 0.0 0.0 0.0 0.68
H -4.21138 0.08122 -5.16247 0.0 0.0 0.0 0.46
C 2.91218 -2.27101 2.59314 0.0 0.0 0.0 -1.21
C -3.79926 4.57080 1.69793 0.0 0.0 0.0 -0.79
C -3.77899 -4.12868 1.78257 0.0 0.0 0.0 -0.84
H -4.02584 2.45297 1.82244 0.0 0.0 0.0 0.34
H 1.74345 1.16365 1.81540 0.0 0.0 0.0 0.43
C -3.82986 0.32710 -4.18039 0.0 0.0 0.0 -0.65
H -1.58317 6.20483 -0.27337 0.0 0.0 0.0 0.47
H -4.65472 -4.45084 2.32946 0.0 0.0 0.0 0.45
C -2.87486 0.97755 -1.64840 0.0 0.0 0.0 0.69
C 0.60768 1.08173 -2.75172 0.0 0.0 0.0 0.31
H -0.32184 -0.16494 6.98982 0.0 0.0 0.0 0.43
H -4.45904 -1.52723 -3.29845 0.0 0.0 0.0 0.49
H -1.57533 -1.97186 -4.26763 0.0 0.0 0.0 0.21
C -0.18880 -1.42359 5.25912 0.0 0.0 0.0 -0.68
P -1.55026 -0.75715 1.50673 0.0 0.0 0.0 1.73
N 0.82046 2.90662 1.58448 0.0 0.0 0.0 -0.65
C 4.22753 -4.63751 1.70623 0.0 0.0 0.0 -1.10
H -1.00176 3.89869 -0.88004 0.0 0.0 0.0 0.26
H 0.37162 1.24155 2.69523 0.0 0.0 0.0 0.18
C 2.74308 -2.76246 1.28070 0.0 0.0 0.0 0.21
H -3.79133 0.19676 1.31237 0.0 0.0 0.0 0.35
H -3.13763 2.27100 -4.76929 0.0 0.0 0.0 0.47
N -0.26898 -0.84712 -1.64619 0.0 0.0 0.0 -0.38
C -3.96409 -0.57844 -3.13605 0.0 0.0 0.0 -0.84
C 4.37981 -4.14371 2.98063 0.0 0.0 0.0 0.89
H -1.21644 -1.20319 -1.75848 0.0 0.0 0.0 0.20
C -0.53643 -1.84791 -4.57801 0.0 0.0 0.0 -1.24
N 0.43622 0.41645 -4.88629 0.0 0.0 0.0 -0.82
C -1.27376 -0.59611 3.27675 0.0 0.0 0.0 0.00
C -2.11882 5.38154 0.17969 0.0 0.0 0.0 -0.74
C -3.48468 3.26518 1.35410 0.0 0.0 0.0 -0.76
Cr 0.11966 0.30810 0.13329 0.0 0.0 0.1 -0.20
H 4.73520 -5.53582 1.38668 0.0 0.0 0.0 0.46
H 1.26442 3.35818 2.37844 0.0 0.0 0.0 0.34
C -3.11834 5.62815 1.11107 0.0 0.0 0.0 -0.71
C -2.14523 -2.43668 1.26559 0.0 0.0 0.0 0.75
O 4.02984 -2.76403 4.72368 0.0 0.0 0.0 -0.52
H -0.23052 -2.48070 3.39517 0.0 0.0 0.0 0.53
C 1.85964 -2.07122 0.33651 0.0 0.0 0.0 0.41
C -0.58523 -0.28361 5.94741 0.0 0.0 0.0 -0.67
C -0.53273 -1.58468 3.92605 0.0 0.0 0.0 -0.91
H 6.02676 -3.17524 5.09340 0.0 0.0 0.0 0.27
H 2.40999 -1.37928 2.93664 0.0 0.0 0.0 0.38
C 5.06784 -3.69530 5.04871 0.0 0.0 0.0 -0.23
C -1.32571 0.70029 5.30557 0.0 0.0 0.0 -0.65
H -1.51043 -5.28391 -0.45614 0.0 0.0 0.0 0.47
H -3.60058 -0.97116 -1.06171 0.0 0.0 0.0 0.52
H -2.23852 1.32259 3.46569 0.0 0.0 0.0 0.41
C -1.66400 0.55180 3.96735 0.0 0.0 0.0 -0.43
C -3.14691 -4.99956 0.90081 0.0 0.0 0.0 -0.55
S 0.92634 1.94126 -1.30102 0.0 0.0 0.0 -0.63
H -0.13351 3.24562 1.52601 0.0 0.0 0.0 0.10
O 1.58610 -2.51794 -0.77764 0.0 0.0 0.0 -0.90
C -2.01344 -4.59763 0.21191 0.0 0.0 0.0 -1.06
H 0.05641 -2.66120 -4.15674 0.0 0.0 0.0 0.30
H 4.83114 -4.19402 5.98440 0.0 0.0 0.0 0.26
P -2.10428 1.31027 -0.04682 0.0 0.0 0.0 0.82
H -3.36455 6.64587 1.38225 0.0 0.0 0.0 0.43
C -1.79822 4.07854 -0.16904 0.0 0.0 0.0 -0.15
H -0.60928 -3.02362 -0.13212 0.0 0.0 0.0 0.32
C -2.75057 1.88647 -2.69862 0.0 0.0 0.0 -0.71
H -0.48299 -1.89646 -5.66215 0.0 0.0 0.0 0.38
N -2.80935 0.29443 1.08652 0.0 0.0 0.0 0.49
H -1.64430 1.58051 5.84784 0.0 0.0 0.0 0.48
C -3.22505 1.55816 -3.96009 0.0 0.0 0.0 -0.72
C 3.73270 -2.98807 3.41295 0.0 0.0 0.0 0.98
H 0.38484 -2.19009 5.76283 0.0 0.0 0.0 0.49
H 3.23309 -4.25884 -0.15798 0.0 0.0 0.0 0.53
O 1.35257 -0.92005 0.77210 0.0 0.0 0.0 0.11
H -2.30371 2.85944 -2.53387 0.0 0.0 0.0 0.46
C -3.27636 -2.85405 1.97339 0.0 0.0 0.0 -0.87
N 0.81383 1.40217 -4.01996 0.0 0.0 0.0 0.26
H 1.22919 2.25017 -4.37491 0.0 0.0 0.0 0.20
C -2.48523 3.01052 0.41423 0.0 0.0 0.0 0.65
O 5.10623 -4.66171 3.99133 0.0 0.0 0.0 -0.46
H -3.75405 -2.19224 2.68818 0.0 0.0 0.0 0.46
H -3.53630 -5.99928 0.76220 0.0 0.0 0.0 0.44
C -1.51255 -3.31391 0.38901 0.0 0.0 0.0 0.09
C 3.38860 -3.92107 0.85686 0.0 0.0 0.0 -0.56
N 0.77742 1.48376 1.79010 0.1 0.0 0.0 0.02
C -0.01288 -0.53775 -4.13375 0.0 0.0 0.0 1.04
H -4.57814 4.76150 2.42371 0.0 0.0 0.0 0.46
H 0.42691 -1.62494 -1.48352 0.0 0.0 0.0 0.70
C -3.48238 -0.25999 -1.87285 0.0 0.0 0.0 -0.62